No. 1
The following is a quantum chemistry calculation of 5 unconnected molecules or ions with the total composition C38H70FN4O19S in a non-equilibrium geometry, from OMol25.

Calculated total energy in Ha: -3635.5145
LUMO energy in eV: -6.355
Frontier orbital gap in eV: 4.88
Energy above the lowest of the compared OMol25 structures with the same formula, charge and spin in eV: 9.7422

```
! RIJCOSX wB97M-V def2-TZVPD def2/J DEFGRID3
* xyz 1 1
C -3.11 -7.30 -1.68
O -1.64 -7.29 -1.68
C -1.09 -7.24 -3.04
C 0.10 -6.09 -3.10
C -0.59 -4.59 -2.93
C 0.35 -3.54 -2.04
C 1.27 -2.69 -3.14
C 1.83 -1.28 -2.50
C 0.65 -0.18 -2.14
C 0.80 0.31 -0.58
C -0.40 0.05 0.52
N -0.31 0.44 2.01
S -1.70 0.03 2.99
O -2.03 1.05 4.10
O -2.99 -0.05 2.08
F -1.47 -1.59 3.58
C 0.96 1.11 2.49
C 1.15 1.52 4.08
C 1.35 0.12 4.93
C 0.59 0.21 6.40
N -0.46 -0.90 6.58
C 2.27 1.48 1.51
O 3.50 2.13 1.98
N 4.48 1.20 2.03
O 5.39 1.62 2.75
C 2.19 1.06 -0.10
C 3.49 1.37 -1.11
O 4.42 0.41 -1.36
O 3.73 2.69 -1.75
C 2.47 3.40 -2.01
C 2.05 4.44 -0.80
C 0.73 5.31 -1.26
C -0.27 5.73 -0.03
C -0.14 7.34 0.40
N -0.36 7.56 1.89
H -3.57 -6.20 -1.57
H -3.46 -7.95 -0.75
H -3.55 -7.84 -2.63
H -1.93 -7.03 -3.85
H -0.67 -8.33 -3.30
H 0.94 -6.31 -2.30
H 0.58 -6.11 -4.19
H -1.62 -4.75 -2.39
H -0.82 -4.12 -3.99
H 1.04 -4.22 -1.37
H -0.29 -2.84 -1.35
H 0.70 -2.54 -4.17
H 2.21 -3.37 -3.35
H 2.39 -1.51 -1.50
H 2.55 -0.80 -3.33
H 0.74 0.75 -2.86
H -0.39 -0.70 -2.34
H -1.37 -0.51 0.09
H 0.28 2.21 4.45
H 2.16 2.14 4.22
H 0.94 -0.78 4.26
H 2.52 0.00 5.09
H 1.42 -0.01 7.22
H 0.08 1.27 6.54
H -1.42 -0.49 6.54
H -0.31 -1.63 5.86
H 2.67 4.09 -2.96
H 1.60 2.68 -2.32
H 2.98 5.16 -0.62
H 1.82 3.92 0.23
H 0.10 4.64 -2.01
H 1.09 6.29 -1.81
H -0.19 5.02 0.93
H -1.37 5.61 -0.42
H -1.03 7.93 -0.14
H 0.87 7.83 0.03
H 0.08 8.47 2.19
H -1.38 7.66 2.12
C -0.36 -6.88 1.07
C -0.14 -8.38 0.90
O 1.24 -8.71 1.09
C 1.63 -8.81 2.39
O 0.93 -8.66 3.37
O 2.96 -9.10 2.40
C 3.53 -9.16 3.71
H 0.32 -6.32 0.42
H -1.39 -6.61 0.82
H -0.16 -6.57 2.09
H -0.40 -8.67 -0.13
H -0.79 -8.96 1.56
H 2.96 -9.85 4.35
H 3.56 -8.16 4.15
H 4.55 -9.54 3.62
C 1.39 -10.96 -1.58
C 2.90 -10.88 -1.40
O 3.58 -11.34 -2.58
C 3.66 -10.44 -3.59
O 3.23 -9.29 -3.57
O 4.29 -11.03 -4.63
C 4.38 -10.21 -5.79
H 1.10 -11.97 -1.89
H 0.88 -10.71 -0.65
H 1.05 -10.28 -2.36
H 3.21 -11.55 -0.58
H 3.22 -9.87 -1.13
H 4.83 -9.24 -5.56
H 3.39 -10.09 -6.24
H 5.03 -10.72 -6.51
C -2.85 13.89 2.29
C -2.63 12.39 2.12
O -1.25 12.06 2.31
C -0.85 11.95 3.61
O -1.56 12.11 4.59
O 0.47 11.67 3.62
C 1.04 11.61 4.93
H -2.17 14.45 1.64
H -3.88 14.16 2.04
H -2.65 14.20 3.31
H -2.88 12.10 1.09
H -3.28 11.81 2.78
H 0.48 10.92 5.57
H 1.08 12.61 5.36
H 2.06 11.23 4.84
C -5.82 5.32 -5.35
C -5.59 6.72 -4.82
O -5.99 6.82 -3.45
C -5.10 6.35 -2.54
O -4.01 5.87 -2.79
O -5.65 6.49 -1.31
C -4.84 5.96 -0.26
H -6.86 5.01 -5.17
H -5.61 5.26 -6.42
H -5.18 4.59 -4.83
H -6.21 7.43 -5.38
H -4.55 7.04 -4.95
H -3.82 6.36 -0.29
H -4.82 4.86 -0.32
H -5.29 6.25 0.70
*
```



No. 2
The following is a quantum chemistry calculation of 8 unconnected molecules or ions with the total composition C38H70N8O11 in a non-equilibrium geometry, from OMol25.

Calculated total energy in Ha: -2754.7284
LUMO energy (spin up / spin down) in eV: -2.788 / -7.886
Frontier orbital gap (spin up / spin down) in eV: 8.14 / 3.02

```
! RIJCOSX wB97M-V def2-TZVPD def2/J DEFGRID3
* xyz 1 2
C 21.31 20.17 8.25
C 21.96 18.85 7.78
C 23.57 18.80 7.96
O 24.10 19.79 6.92
C 23.85 19.57 5.53
N 21.36 17.78 8.41
H 20.23 20.06 8.23
H 21.62 20.90 7.49
H 21.58 20.51 9.25
H 21.66 18.78 6.73
H 23.96 17.80 7.76
H 23.94 19.01 8.96
H 23.20 20.35 5.14
H 23.55 18.54 5.30
H 24.77 19.91 5.04
H 21.44 17.97 9.40
H 21.99 16.99 8.32
C 27.77 22.52 3.06
C 28.50 21.39 3.89
C 29.78 21.78 4.77
O 31.09 21.60 4.25
C 31.60 22.52 3.23
N 27.47 20.65 4.70
H 28.43 22.84 2.26
H 27.53 23.41 3.64
H 26.76 22.43 2.66
H 28.99 20.59 3.32
H 30.02 21.01 5.50
H 29.61 22.70 5.34
H 30.84 22.81 2.50
H 32.46 22.02 2.79
H 31.83 23.47 3.72
H 27.12 21.19 5.47
H 27.78 19.84 5.22
C 22.21 13.87 7.75
C 22.17 14.44 9.09
C 22.47 13.37 10.16
O 22.65 13.92 11.47
C 22.78 12.86 12.46
N 23.07 15.54 9.24
H 21.36 13.25 7.44
H 23.10 13.24 7.67
H 21.98 14.56 6.94
H 21.15 14.67 9.37
H 23.40 12.82 9.98
H 21.68 12.63 10.09
H 23.61 12.21 12.18
H 22.01 12.12 12.68
H 22.92 13.38 13.41
H 22.83 15.95 10.13
H 24.01 15.26 9.48
C 22.37 23.38 -1.19
C 23.56 23.32 -0.32
C 23.19 23.31 1.13
O 24.33 23.47 2.04
C 23.97 23.77 3.40
N 24.35 22.20 -0.69
H 22.63 23.45 -2.24
H 21.78 24.25 -0.93
H 21.71 22.54 -0.98
H 24.09 24.26 -0.52
H 22.75 22.40 1.56
H 22.32 23.94 1.30
H 23.36 24.66 3.55
H 24.86 23.88 4.02
H 23.36 22.93 3.73
H 23.82 21.42 -0.33
H 25.05 22.27 0.03
C 17.36 20.27 9.04
C 17.17 20.98 10.39
C 16.35 20.18 11.41
O 16.75 18.86 11.60
C 15.94 18.25 12.62
N 18.49 21.29 10.85
H 16.42 19.88 8.65
H 17.93 19.35 9.18
H 17.98 20.80 8.31
H 16.64 21.90 10.15
H 15.39 20.07 10.90
H 16.22 20.74 12.34
H 16.42 18.44 13.58
H 16.02 17.18 12.46
H 14.90 18.57 12.67
H 19.05 20.46 10.79
H 18.53 21.47 11.84
C 19.78 20.89 3.93
C 20.22 21.07 2.60
C 20.76 20.09 1.85
C 20.86 18.77 2.46
C 20.47 18.58 3.82
C 20.00 19.65 4.59
N 21.63 17.78 1.72
O 21.52 16.62 2.02
O 22.36 18.06 0.76
H 19.24 21.67 4.46
H 19.98 21.99 2.07
H 21.18 20.34 0.88
H 20.58 17.65 4.36
H 19.69 19.60 5.63
C 26.34 15.41 9.36
C 26.07 16.63 10.05
C 25.55 16.56 11.40
C 25.46 15.32 12.02
C 25.74 14.13 11.30
C 26.04 14.19 9.93
N 25.13 15.26 13.48
O 24.80 16.25 14.06
O 25.21 14.21 14.01
H 26.73 15.40 8.35
H 26.26 17.55 9.51
H 25.28 17.45 11.96
H 25.65 13.17 11.79
H 26.16 13.27 9.38
C 20.19 24.08 11.10
C 20.95 23.45 10.14
C 20.56 23.68 8.73
C 19.36 24.34 8.50
C 18.62 24.93 9.57
C 19.09 24.91 10.83
N 18.72 24.19 7.14
O 19.05 23.27 6.39
O 18.01 25.14 6.86
H 20.51 24.02 12.13
H 21.74 22.71 10.20
H 20.98 23.12 7.91
H 17.66 25.35 9.30
H 18.54 25.41 11.62
*
```